C8H13N3 in the gas phase at a distorted geometry. Source: OMol25; level of theory: the ωB97M-V functional and the def2-TZVPD basis.

Geometry as ORCA input:
```
! wB97M-V def2-TZVPD RIJCOSX def2/J DEFGRID3
* xyz 0 1
C -1.84 0.50 1.80
C -2.25 0.23 0.30
C -1.06 0.50 -0.57
C -0.66 -0.48 -1.64
N 0.02 -0.49 -0.34
C 1.53 0.20 -0.39
C 1.97 1.42 -0.83
C 3.35 1.35 -0.60
N 3.70 0.22 -0.07
N 2.63 -0.54 0.05
C 2.63 -1.82 0.71
H -1.04 1.25 1.84
H -1.32 -0.36 2.27
H -2.61 0.62 2.52
H -2.98 0.96 0.02
H -2.50 -0.91 0.16
H -0.71 1.51 -0.76
H -1.40 -1.15 -1.84
H -0.04 0.02 -2.44
H 1.42 2.10 -1.38
H 3.98 2.13 -0.59
H 3.61 -2.17 1.00
H 2.00 -1.72 1.61
H 2.16 -2.55 0.08
*
```

## Properties
Energy relative to the best compared isomer or geometry (same formula, charge and spin)   335.6 kJ/mol
Max |F|   4.72 eV/A
E_HOMO   -9.08 eV
Frontier orbital gap   10.12 eV
SMILES string   CC[C@@H]1CN1c1ccnn1C



2 unconnected molecules or ions with the total composition C8H13N3O at a distorted geometry. Source: OMol25; level of theory: the ωB97M-V functional and the def2-TZVPD basis.

Geometry as ORCA input:
```
! wB97M-V def2-TZVPD RIJCOSX def2/J DEFGRID3
* xyz 0 1
O -1.22 -3.17 0.82
C -1.40 -2.18 0.17
N -0.59 -1.12 0.06
C -0.83 -0.23 -1.00
C -0.76 1.29 -0.52
C 0.55 1.51 0.26
C 0.63 0.40 1.40
C 0.73 -0.95 0.77
H -2.34 -2.10 -0.42
H -1.85 -0.33 -1.53
H -0.07 -0.45 -1.74
H -1.58 1.41 0.21
H -0.99 1.80 -1.42
H 1.52 1.46 -0.29
H 0.60 2.52 0.62
H 1.56 0.53 1.88
H -0.23 0.35 2.21
H 1.62 -0.89 0.03
H 0.95 -1.72 1.63
N 1.49 -3.87 -0.88
C 1.53 -2.92 -1.69
C 2.11 -2.06 -2.40
N 2.27 -0.93 -2.98
H 0.70 -3.82 -0.24
H 3.19 -0.63 -3.23
*
```

## Properties
Energy relative to the best compared isomer or geometry (same formula, charge and spin)   408.9 kJ/mol
Max |F|   5.56 eV/A
E_HOMO   -8.51 eV
Frontier orbital gap   7.69 eV
SMILES string   O=CN1CCCCC1.N=C=C=N



C8H13N3O2S in the gas phase at a distorted geometry. Source: OMol25; level of theory: the ωB97M-V functional and the def2-TZVPD basis.

Geometry as ORCA input:
```
! wB97M-V def2-TZVPD RIJCOSX def2/J DEFGRID3
* xyz 0 1
C 0.68 -0.79 -2.36
C 0.10 -0.89 -0.94
C 0.23 -2.35 -0.37
O 0.71 0.09 -0.06
C -0.16 0.92 0.64
C -0.84 1.90 -0.35
C 0.58 1.67 1.68
C 0.80 1.25 2.92
N 1.47 2.25 3.68
N 2.35 3.04 2.98
N 3.61 2.41 2.87
C 4.03 1.45 2.27
O 4.66 0.55 1.94
S 1.50 3.17 1.38
H -0.07 -0.49 -3.15
H 1.68 -0.16 -2.32
H 0.92 -1.80 -2.64
H -0.92 -0.79 -0.81
H 1.20 -2.49 0.02
H 0.14 -3.03 -1.10
H -0.49 -2.54 0.51
H -0.93 0.41 1.19
H -0.11 2.40 -0.92
H -1.40 2.79 0.19
H -1.61 1.34 -0.81
H 0.40 0.44 3.38
H 1.83 2.05 4.67
*
```

## Properties
Energy relative to the best compared isomer or geometry (same formula, charge and spin)   543.1 kJ/mol
Max |F|   4.81 eV/A
E_HOMO   -8.11 eV
Frontier orbital gap   8.72 eV
SMILES string   CC(C)O[C@H](C)C1=CNN(N=C=O)S1



A gas-phase ion, C8H13N4O2 (charge +1) at a distorted geometry. Source: OMol25; level of theory: the ωB97M-V functional and the def2-TZVPD basis.

Geometry as ORCA input:
```
! wB97M-V def2-TZVPD RIJCOSX def2/J DEFGRID3
* xyz 1 1
C 0.62 -2.77 -1.69
N 0.22 -1.51 -1.07
C -0.97 -1.45 -0.38
O -1.82 -2.19 -0.11
C -0.83 0.03 0.28
N -1.11 0.27 1.53
C -1.78 -0.60 2.43
C -0.68 1.52 1.97
N -0.07 2.13 0.77
C -0.16 1.20 -0.39
N 1.18 0.74 -0.84
C 2.01 1.82 -1.38
C 1.11 -0.46 -1.51
O 1.89 -0.66 -2.37
H -0.07 -3.60 -1.35
H 0.40 -2.69 -2.74
H 1.68 -2.96 -1.52
H -1.31 -0.73 3.41
H -1.76 -1.72 2.12
H -2.89 -0.54 2.62
H 0.11 1.28 2.78
H -1.43 2.10 2.46
H -0.20 3.22 0.65
H -0.71 1.52 -1.28
H 2.11 2.43 -0.49
H 2.96 1.35 -1.59
H 1.52 2.28 -2.30
*
```

## Properties
Energy relative to the best compared isomer or geometry (same formula, charge and spin)   115.0 kJ/mol
Max |F|   6.71 eV/A
E_HOMO   -13.64 eV
Frontier orbital gap   8.78 eV
SMILES string   CN1C(=O)C2=[N+](C)CN[C@H]2N(C)C1=O



2 unconnected molecules or ions with the total composition C8H13N4O2P at a distorted geometry. Source: OMol25; level of theory: the ωB97M-V functional and the def2-TZVPD basis.

Geometry as ORCA input:
```
! wB97M-V def2-TZVPD RIJCOSX def2/J DEFGRID3
* xyz 0 1
C 1.28 0.31 -0.25
C -0.52 -0.50 -1.59
C 1.46 -0.93 0.45
C -0.43 -1.69 -0.98
C 0.36 0.55 -1.29
C 0.56 -1.93 -0.01
C -2.15 0.45 1.12
C 0.23 1.91 -1.80
N 1.51 2.44 -3.72
N 0.41 0.73 2.89
N 1.45 2.19 -2.49
N -1.57 -0.74 1.65
O 0.28 -1.97 3.02
O 0.52 -3.10 0.63
P -0.14 -0.66 2.50
H 1.78 1.23 -0.02
H -1.38 -0.16 -2.19
H 2.28 -1.13 1.16
H -1.06 -2.49 -0.96
H -2.27 1.17 1.93
H -1.51 0.84 0.34
H -3.12 0.17 0.71
H -0.67 1.88 -2.34
H 0.12 2.57 -0.89
H 2.43 2.80 -4.09
H 1.31 0.63 3.28
H -1.78 -1.62 1.37
H 0.61 -2.94 1.57
*
```

## Properties
Energy relative to the best compared isomer or geometry (same formula, charge and spin)   0.0 kJ/mol
Max |F|   4.80 eV/A
E_HOMO   -8.77 eV
Frontier orbital gap   9.05 eV



C8H13N5 in the gas phase at a distorted geometry. Source: OMol25; level of theory: the ωB97M-V functional and the def2-TZVPD basis.

Geometry as ORCA input:
```
! wB97M-V def2-TZVPD RIJCOSX def2/J DEFGRID3
* xyz 0 1
C 4.32 -0.25 0.20
N 2.95 0.02 0.11
N 2.41 1.28 -0.17
N 1.14 1.10 -0.61
C 0.95 -0.37 -0.38
C -0.36 -0.81 -0.82
C -1.24 0.31 -1.40
N -2.49 0.48 -0.64
C -2.06 1.29 0.53
C -1.28 0.32 1.33
C -1.34 -1.09 0.51
C -2.81 -0.80 0.07
N 2.09 -1.02 -0.02
H 4.88 0.67 0.54
H 4.38 -0.86 1.00
H 4.91 -0.39 -0.82
H -0.78 -1.72 -1.40
H -1.30 0.15 -2.45
H -0.69 1.25 -1.32
H -2.81 2.00 1.03
H -1.35 1.86 -0.06
H -1.76 0.12 2.30
H -0.36 0.86 1.72
H -0.84 -2.01 0.84
H -3.65 -0.81 0.70
H -2.90 -1.60 -0.78
*
```

## Properties
Energy relative to the best compared isomer or geometry (same formula, charge and spin)   538.8 kJ/mol
Max |F|   7.50 eV/A
E_HOMO   -8.88 eV
Frontier orbital gap   9.45 eV
SMILES string   Cn1nnc([C@@H]2CN3CC[C@H]2C3)n1



2 unconnected molecules or ions with the total composition C8H13NO at a distorted geometry. Source: OMol25; level of theory: the ωB97M-V functional and the def2-TZVPD basis.

Geometry as ORCA input:
```
! wB97M-V def2-TZVPD RIJCOSX def2/J DEFGRID3
* xyz 0 1
N 0.12 1.67 -1.87
C 0.67 1.30 -0.90
C 1.35 0.36 0.00
C 2.40 -0.48 -0.72
C 3.88 -0.25 -0.33
C 4.08 -1.77 -0.18
C 2.57 -1.96 -0.35
C 1.66 -2.78 0.51
C 1.86 -3.13 -0.95
H 1.77 0.92 0.85
H 0.56 -0.19 0.52
H 2.31 -0.43 -1.82
H 4.50 0.28 -1.07
H 3.96 0.27 0.63
H 4.65 -2.20 -1.02
H 4.51 -2.13 0.76
H 2.14 -3.41 1.26
H 0.74 -2.33 0.88
H 1.15 -2.91 -1.75
H 2.47 -4.01 -1.19
O -1.50 -1.84 -1.16
H -0.69 -2.27 -0.85
H -1.31 -1.08 -1.86
*
```

## Properties
Energy relative to the best compared isomer or geometry (same formula, charge and spin)   230.2 kJ/mol
Max |F|   3.28 eV/A
E_HOMO   -10.43 eV
Frontier orbital gap   11.20 eV
SMILES string   N#CC[C@H]1CCC12CC2.O



2 unconnected molecules or ions with the total composition C8H13NO at a distorted geometry. Source: OMol25; level of theory: the ωB97M-V functional and the def2-TZVPD basis.

Geometry as ORCA input:
```
! wB97M-V def2-TZVPD RIJCOSX def2/J DEFGRID3
* xyz 0 1
C -2.98 1.50 0.57
C -0.85 -0.69 0.32
C 0.46 -0.10 0.68
C -0.12 -0.14 -0.77
C 0.45 1.17 1.47
C 1.65 -0.95 1.05
C 0.58 -1.11 -1.82
C -0.50 1.15 -1.41
N -3.86 1.97 1.11
O -1.50 -1.83 0.57
H -0.12 1.93 0.88
H 1.47 1.57 1.36
H 0.37 1.06 2.55
H 1.49 -1.82 0.42
H 1.55 -1.41 2.01
H 2.58 -0.48 0.97
H 0.12 -1.30 -2.76
H 0.60 -2.10 -1.53
H 1.52 -0.65 -1.97
H -0.58 0.90 -2.41
H 0.35 1.90 -1.46
H -1.52 1.55 -1.20
H -1.14 -2.12 1.38
*
```

## Properties
Energy relative to the best compared isomer or geometry (same formula, charge and spin)   647.1 kJ/mol
Max |F|   4.10 eV/A
E_HOMO (spin up / spin down)   -8.65 / -8.65 eV
Frontier orbital gap (spin up / spin down)   6.85 / 6.85 eV



C8H13NO in the gas phase at a distorted geometry. Source: OMol25; level of theory: the ωB97M-V functional and the def2-TZVPD basis.

Geometry as ORCA input:
```
! wB97M-V def2-TZVPD RIJCOSX def2/J DEFGRID3
* xyz 0 1
C 2.24 -0.20 -1.02
C 2.08 0.34 0.17
C 0.82 0.35 0.97
C 0.55 -1.05 1.54
O -0.34 -1.73 0.62
C -1.07 -0.78 -0.08
N -1.62 -1.25 -1.28
C -1.80 0.36 0.82
C -0.51 0.60 0.11
C -0.48 1.64 -0.99
H 1.40 -0.59 -1.59
H 3.20 -0.21 -1.51
H 2.95 0.75 0.71
H 0.86 1.09 1.77
H 1.44 -1.67 1.62
H 0.05 -0.99 2.51
H -2.62 -1.41 -1.22
H -1.15 -2.05 -1.64
H -2.67 0.87 0.42
H -1.85 0.14 1.87
H -1.08 2.53 -0.68
H 0.53 1.98 -1.20
H -0.92 1.28 -1.92
*
```

## Properties
Energy relative to the best compared isomer or geometry (same formula, charge and spin)   198.5 kJ/mol
Max |F|   2.77 eV/A
E_HOMO   -8.18 eV
Frontier orbital gap   9.23 eV
SMILES string   C=C[C@@H]1CO[C@@]2(N)C[C@@]12C



C8H13NO in the gas phase at a distorted geometry. Source: OMol25; level of theory: the ωB97M-V functional and the def2-TZVPD basis.

Geometry as ORCA input:
```
! wB97M-V def2-TZVPD RIJCOSX def2/J DEFGRID3
* xyz 0 3
C -0.99 -0.67 -0.06
C -0.62 1.88 2.63
C -1.12 0.89 1.92
C -0.39 0.21 0.77
C -0.83 -1.44 -1.51
C -1.34 -0.71 -2.69
C 1.88 0.23 1.46
C 1.01 0.63 0.33
N -1.94 -2.28 -0.97
O -2.20 -1.30 0.07
H -1.18 2.17 3.48
H 0.39 2.24 2.48
H -2.07 0.45 2.03
H 0.05 -2.07 -1.71
H -2.21 -0.16 -2.33
H -1.74 -1.48 -3.38
H -0.62 -0.19 -3.25
H 1.49 -0.68 1.64
H 2.98 0.06 1.27
H 1.84 0.94 2.35
H 1.04 1.61 0.08
H 1.26 0.05 -0.58
H -2.79 -2.12 -1.61
*
```

## Properties
Energy relative to the best compared isomer or geometry (same formula, charge and spin)   307.1 kJ/mol
Max |F|   8.38 eV/A
E_HOMO (spin up / spin down)   -4.59 / -9.51 eV
Frontier orbital gap (spin up / spin down)   5.51 / 7.85 eV



C8H13NO2 in the gas phase at a distorted geometry. Source: OMol25; level of theory: the ωB97M-V functional and the def2-TZVPD basis.

Geometry as ORCA input:
```
! wB97M-V def2-TZVPD RIJCOSX def2/J DEFGRID3
* xyz 0 1
C 2.18 -0.31 0.89
C 0.22 -0.69 2.27
C 3.51 -0.44 0.96
C -0.43 -0.52 -0.05
C -0.04 1.51 -1.43
C -0.99 -0.63 -2.49
C -1.87 0.41 1.66
C -0.95 0.31 -1.24
N -0.73 -0.42 1.19
O -0.24 -0.60 3.40
O 1.47 -0.87 2.00
H 3.97 -1.14 1.62
H 4.07 -0.31 0.10
H 0.40 -1.28 -0.31
H -0.22 2.17 -2.19
H 0.93 1.14 -1.69
H 0.19 1.98 -0.33
H -1.41 -1.57 -2.18
H -0.01 -0.78 -2.82
H -1.45 -0.27 -3.38
H -2.74 0.08 1.22
H -2.07 0.17 2.66
H -1.82 1.50 1.32
H -1.97 0.56 -1.17
*
```

## Properties
Energy relative to the best compared isomer or geometry (same formula, charge and spin)   582.5 kJ/mol
Max |F|   5.28 eV/A
E_HOMO (spin up / spin down)   -7.36 / -7.36 eV
Frontier orbital gap (spin up / spin down)   6.78 / 6.79 eV



A molecular structure, C8H13NO2SSi at a distorted geometry. Source: OMol25; level of theory: the ωB97M-V functional and the def2-TZVPD basis.

Geometry as ORCA input:
```
! wB97M-V def2-TZVPD RIJCOSX def2/J DEFGRID3
* xyz 0 1
C -4.55 0.08 -0.99
C -3.61 0.91 -0.53
C -4.24 -1.18 -1.34
C -2.27 0.55 -0.38
C -2.89 -1.59 -1.23
C -1.94 -0.73 -0.84
C 2.45 0.89 1.77
C 3.11 -0.51 -0.76
N 0.32 -0.51 0.60
O 0.50 -1.03 -1.90
O -0.19 -2.81 -0.39
Si 1.72 0.34 0.18
S -0.28 -1.41 -0.77
H -5.61 0.29 -1.27
H -3.95 1.98 -0.20
H -5.13 -1.62 -1.77
H -1.50 1.13 0.16
H -2.60 -2.63 -1.55
H 2.00 1.83 2.22
H 2.50 0.17 2.62
H 3.51 1.26 1.55
H 2.95 -0.45 -1.82
H 4.03 0.01 -0.42
H 3.38 -1.50 -0.42
H 0.54 -1.37 1.35
H 1.44 1.23 -0.95
*
```

## Properties
Energy relative to the best compared isomer or geometry (same formula, charge and spin)   0.0 kJ/mol
Max |F|   5.62 eV/A
E_HOMO   -9.86 eV
Frontier orbital gap   10.48 eV